Density functional theory data (ωB97M-V with the def2-TZVPD basis set) for 11 unconnected molecules or ions with the total composition C55H55N11 at a distorted geometry.

XYZ file:
```
121
Properties=species:S:1:pos:R:3:forces:R:3:mulliken_charge:R:1
C -6.894941 0.452468 4.978112 0.8 1.1 0.1 -0.0535
C -5.820511 1.381688 5.084472 -1.7 -1.2 0.0 -0.8704
C -5.206451 1.796128 3.929562 0.4 -1.1 -1.2 0.0160
N -5.446531 1.270548 2.693572 -2.5 -1.7 0.8 -0.1694
C -6.500241 0.341098 2.600292 1.2 2.0 2.0 -0.1083
C -7.279371 -0.036322 3.750602 1.0 1.0 -1.6 -0.7470
H -7.459351 0.210588 5.866562 0.0 -0.1 0.1 0.3675
H -5.592271 1.755198 6.071792 0.3 0.2 -0.1 0.3612
H -4.365001 2.472558 3.957902 -0.1 0.4 0.1 0.4735
H -6.744411 -0.002292 1.605872 0.1 -0.2 0.0 0.4359
H -8.223591 -0.549312 3.642402 0.2 -0.5 -0.1 0.3598
C 0.541889 -1.016952 -1.698168 1.6 0.0 1.2 -0.0692
C -0.708471 -1.224232 -2.161168 -2.1 1.1 -0.7 -0.1901
C -1.832381 -0.790042 -1.410878 1.9 0.3 2.2 -1.0514
N -1.650421 -0.319422 -0.103158 -0.8 -1.0 -2.6 0.1009
C -0.392981 -0.224402 0.323132 -1.4 0.4 0.2 -1.0374
C 0.707559 -0.497102 -0.426888 1.0 -0.4 0.3 -0.1102
H 1.370809 -1.331272 -2.315008 0.3 0.2 0.0 0.6226
H -0.706811 -1.487032 -3.208708 -0.9 -0.5 0.1 0.0487
H -2.854271 -0.822802 -1.758818 0.0 -0.1 -0.1 0.6914
H -0.269611 0.134648 1.334212 0.0 0.1 0.2 0.7155
H 1.624409 -0.362782 0.127862 0.6 -0.1 -0.6 0.2826
C 5.727959 3.813118 2.238842 0.0 1.8 -0.2 -0.2865
C 4.563309 4.389498 1.646602 1.4 -1.5 0.5 -0.3325
C 4.370779 5.745228 1.746482 1.1 0.7 0.6 -0.3172
N 5.251989 6.575568 2.323842 1.9 -0.2 0.2 -0.5577
C 6.450199 6.074178 2.805552 -2.9 -1.0 -0.8 -0.2900
C 6.652629 4.683108 2.852082 -0.4 0.7 -0.6 -0.3560
H 6.072779 2.795108 2.133192 -0.7 -0.3 0.0 0.5071
H 3.864079 3.801208 1.070932 0.0 -0.2 0.1 0.5077
H 3.518439 6.218578 1.281882 -0.2 0.1 0.1 0.3947
H 7.219559 6.761858 3.124252 -0.2 0.2 0.2 0.3483
H 7.580599 4.331478 3.278252 0.0 -0.3 0.0 0.3816
C 6.481829 -0.593762 1.862502 -0.6 -1.0 -2.9 -0.5908
C 6.108369 -0.955682 0.524552 -0.8 -0.2 0.7 -0.5455
C 4.770319 -1.366982 0.250672 2.1 0.6 2.3 -0.2175
N 3.901099 -1.398942 1.243362 -1.6 0.0 2.0 -0.0457
C 4.204659 -1.061212 2.545572 2.5 -0.9 -2.0 -0.3609
C 5.536989 -0.714392 2.856942 -0.4 0.2 0.0 -0.3040
H 7.514379 -0.360762 2.076892 0.0 0.1 0.1 0.4512
H 6.797669 -1.049092 -0.301598 0.4 0.4 0.2 0.3839
H 4.481489 -1.827772 -0.682408 -0.1 0.3 -0.3 0.4312
H 3.575009 -1.337682 3.378342 -0.8 0.3 -0.4 0.4574
H 5.947739 -0.587422 3.847672 -0.7 0.1 0.4 0.3989
C 0.595299 -1.932072 -6.801168 -1.6 1.0 1.3 -0.4405
C -0.209571 -1.015242 -6.065728 1.7 -1.9 -1.3 -0.0155
C -0.254531 0.273608 -6.549328 -1.0 0.6 0.3 -0.3671
N 0.419149 0.739528 -7.572698 2.5 -1.7 -1.3 -0.5753
C 1.281839 -0.180972 -8.198448 -1.7 2.5 0.1 -0.3330
C 1.289659 -1.507672 -7.938088 0.0 -1.3 1.6 -0.4566
H 0.563939 -2.934112 -6.399498 0.4 -0.3 -0.5 0.4017
H -0.734741 -1.391022 -5.200058 -0.2 0.4 -0.1 0.5096
H -0.944621 0.976478 -6.106458 -0.1 0.2 0.2 0.4994
H 1.914189 0.202788 -8.985388 -0.1 0.3 -0.1 0.3764
H 1.884459 -2.234062 -8.471918 0.1 0.2 -0.2 0.3813
C 1.891279 1.055778 4.789502 0.0 -1.7 -0.7 -0.4675
C 3.154489 0.970568 5.324262 0.4 1.0 1.2 -0.1671
C 3.618089 -0.129372 6.032462 -1.7 -0.2 -0.8 -0.3643
N 2.902759 -1.254432 6.058302 -0.7 -0.4 -0.2 -0.5793
C 1.695559 -1.287622 5.404102 1.5 1.8 -1.5 -0.3861
C 1.150709 -0.163422 4.714122 1.4 0.3 1.2 -0.1960
H 1.652829 1.987968 4.299032 -0.6 -0.1 -0.1 0.4333
H 3.783849 1.845578 5.392572 0.0 0.3 -0.4 0.3959
H 4.555329 -0.003412 6.554102 0.1 -0.7 0.2 0.4350
H 1.317439 -2.259052 5.121702 -0.3 -0.3 0.8 0.4370
H 0.251269 -0.238662 4.121052 -0.2 0.0 0.2 0.4496
C 0.971829 -4.238692 1.911652 0.8 0.0 1.8 -0.2627
C 1.254169 -4.010592 0.611102 1.0 -0.2 -1.5 0.1050
C 0.475269 -4.652402 -0.324578 0.0 0.7 -1.0 -0.4896
N -0.625501 -5.302212 -0.054338 -0.8 -2.3 1.3 -0.3685
C -0.837621 -5.619702 1.235372 0.0 2.1 1.1 -0.5211
C -0.085141 -5.024072 2.278052 -0.9 -1.2 -1.1 -0.4195
H 1.672429 -3.979372 2.691592 0.0 0.7 0.0 0.4717
H 2.131609 -3.471172 0.286272 0.1 0.2 0.2 0.2543
H 0.692609 -4.680382 -1.382108 0.3 0.6 -0.2 0.4255
H -1.711101 -6.176622 1.540772 -0.2 -0.3 -0.5 0.3542
H -0.277581 -5.207842 3.324762 -0.1 -0.3 0.0 0.4327
C 2.957959 1.290908 -4.184758 0.7 0.0 -0.4 -0.0542
C 3.064169 2.315858 -3.256828 -0.2 -0.6 0.1 -0.5426
C 3.996799 2.197748 -2.260578 1.1 -0.5 -0.5 -0.2834
N 4.890709 1.165828 -2.197278 -0.5 1.4 0.9 -0.4704
C 4.787139 0.193148 -3.069938 -1.5 -0.2 -1.0 -0.2864
C 3.807699 0.180088 -4.093428 -0.2 0.9 0.5 -0.5479
H 2.320889 1.534448 -5.022158 -0.3 -0.8 -0.2 0.4385
H 2.412699 3.175128 -3.317218 0.0 0.1 0.0 0.4142
H 4.102469 3.066368 -1.627538 0.4 -0.3 0.7 0.4493
H 5.466099 -0.643472 -2.995908 0.3 0.0 0.1 0.4311
H 3.727809 -0.647582 -4.782618 0.1 0.0 -0.1 0.4562
C -3.951251 -4.714982 -0.263198 0.1 0.6 -1.4 -0.3303
C -3.501151 -3.541882 0.343642 -0.5 -0.6 -0.5 -0.0215
C -4.449951 -2.594522 0.647392 -2.8 1.3 -1.1 -0.6115
N -5.783401 -2.637452 0.273542 1.1 -3.1 0.3 -0.2528
C -6.159141 -3.864622 -0.280478 0.0 1.7 0.6 -0.5191
C -5.298281 -4.859932 -0.649438 1.8 -0.2 1.4 -0.4100
H -3.229351 -5.400802 -0.681428 0.2 -0.3 0.4 0.4555
H -2.456911 -3.276792 0.419032 0.1 -0.3 0.4 0.3963
H -4.231731 -1.635762 1.094102 0.5 0.0 0.1 0.5377
H -7.198031 -4.126802 -0.416038 -0.4 0.9 -0.2 0.3394
H -5.607421 -5.795022 -1.092668 -0.3 0.1 -0.1 0.4003
C -4.301981 1.939268 -3.061968 -0.7 -0.5 0.1 0.0505
C -5.305231 1.277538 -2.340108 0.6 1.3 0.4 -0.3375
C -5.874091 0.134338 -2.832558 1.1 -1.0 -1.6 -0.3221
N -5.461481 -0.416932 -4.029208 -1.4 0.9 1.7 -0.6222
C -4.601021 0.306988 -4.729498 -1.1 -2.6 -0.7 -0.2300
C -4.003711 1.426358 -4.298528 1.8 1.8 0.4 -0.4363
H -3.756891 2.802198 -2.708948 -0.2 0.0 0.3 0.3897
H -5.606571 1.681878 -1.385068 -0.1 -0.1 0.2 0.3041
H -6.584381 -0.410712 -2.228558 -0.1 -0.2 -0.2 0.4063
H -4.381741 -0.154052 -5.681218 0.4 0.2 -0.3 0.4300
H -3.174451 1.831458 -4.859448 -0.1 0.3 -0.3 0.3460
C -2.016721 3.398888 -0.335908 0.5 -0.9 0.7 -0.6327
C -0.715991 3.444278 0.160462 0.7 1.3 0.4 -0.3223
C -0.436341 3.253278 1.513262 -1.9 -1.2 0.1 -0.5499
N -1.383801 2.737228 2.376142 0.8 0.6 -1.7 -0.5228
C -2.599681 2.520628 1.842042 1.5 -0.1 -0.1 -0.6032
C -2.952071 2.870808 0.515842 -0.8 0.3 1.1 0.1232
H -2.249521 3.660688 -1.357508 0.0 0.1 0.0 0.3794
H 0.067009 3.857668 -0.457948 0.2 -0.1 -0.2 0.4748
H 0.553489 3.415118 1.913822 0.1 0.1 0.1 0.4829
H -3.211571 1.939778 2.516282 -0.5 0.3 -0.5 0.7150
H -3.999631 2.859118 0.253392 -0.1 -0.4 -0.1 0.4091
```
Forces are in eV/Å.

## Properties
Maximum force (eV/Å): 3.353
Highest occupied orbital energy (hartree): -0.336
Kohn-Sham gap (eV): 9.53
Relative energy (zero: lowest compared OMol25 entry of this formula, charge and spin) (kcal per mole): 80.0
Energy (eV): -74312.424
SMILES: c1ccncc1.c1ccncc1.c1ccncc1.c1ccncc1.c1ccncc1.c1ccncc1.c1ccncc1.c1ccncc1.c1ccncc1.c1ccncc1.c1ccncc1

=====

Density functional theory data (ωB97M-V with the def2-TZVPD basis set) for a molecular structure, C43H40ClI2MnN5O5S at a distorted geometry.

XYZ file:
```
98
Properties=species:S:1:pos:R:3:forces:R:3:mulliken_spin:R:1
Mn -1.242178 0.408867 0.259402 0.0 0.9 1.0 4.7694
C 5.374576 3.796508 0.558907 0.0 0.0 0.0 -0.0002
C 4.826667 2.867344 -0.517494 -0.1 -0.1 0.2 0.0004
N 4.383134 1.589654 0.050403 -0.3 0.0 -0.1 0.0014
C 5.331674 0.489799 -0.015207 0.0 0.1 0.0 0.0002
C 5.243984 -0.257609 -1.340941 0.0 0.0 0.0 -0.0003
C 3.126183 1.438321 0.558437 0.0 0.0 0.0 -0.0020
S 2.660665 -0.007873 1.322227 0.1 0.1 -0.1 0.0006
N 2.372586 2.566126 0.447661 0.2 0.1 0.1 0.0134
C 1.075529 2.643672 0.257269 0.3 -0.2 -0.1 -0.0050
O 0.284286 1.678575 0.030577 0.4 0.4 -0.2 -0.0925
C 0.535212 4.049206 0.183549 0.0 0.0 0.1 0.0095
C 1.305479 5.138336 0.590117 0.0 0.0 0.0 0.0006
C 0.813510 6.428819 0.467650 0.0 0.0 0.0 0.0000
C -0.449854 6.647328 -0.072897 0.0 0.0 0.0 0.0005
C -1.220442 5.567588 -0.479697 0.0 0.0 0.0 -0.0014
C -0.730798 4.273768 -0.343447 0.0 0.0 0.0 0.0098
H 5.635062 4.768029 0.129269 0.0 -0.1 0.0 -0.0001
H 6.262694 3.374282 1.035894 0.0 0.0 0.0 0.0000
H 4.612164 3.948306 1.325013 0.0 0.0 0.0 0.0001
H 5.594160 2.652843 -1.263338 0.0 0.0 0.0 0.0001
H 3.987569 3.344682 -1.010013 0.0 0.0 -0.1 -0.0002
H 5.118900 -0.189447 0.803227 0.0 0.0 0.1 0.0000
H 6.336336 0.899506 0.121715 0.0 0.0 0.0 0.0000
H 4.256248 -0.714606 -1.442397 0.0 0.0 0.0 0.0008
H 6.001353 -1.045629 -1.383735 -0.1 0.0 0.0 -0.0001
H 5.400031 0.419511 -2.184923 0.0 -0.1 0.0 0.0000
H 2.292239 4.955294 0.995222 0.0 0.0 0.0 -0.0001
H 1.413701 7.269364 0.796526 0.0 0.0 0.0 0.0000
H -0.828710 7.658213 -0.177944 0.0 -0.1 0.0 0.0000
H -2.208976 5.725789 -0.896720 0.1 0.0 0.0 -0.0001
H -1.331209 3.426341 -0.637983 0.0 0.0 0.0 -0.0020
Cl -5.258095 -2.816070 -2.207045 0.0 0.0 0.0 0.0006
C -4.730212 -2.146063 -0.701286 0.0 -0.2 -0.1 0.0053
C -5.481403 -2.271873 0.451421 -0.1 0.0 -0.1 -0.0004
C -4.983575 -1.686494 1.601156 0.0 0.0 0.1 -0.0025
C -3.781602 -1.001974 1.543099 0.1 0.1 0.2 0.0250
N -3.067579 -0.880981 0.423203 -0.2 -0.6 0.5 -0.0631
C -3.523960 -1.467380 -0.671909 -0.4 0.3 -0.5 0.0537
H -6.434227 -2.785853 0.443532 0.1 0.0 0.0 -0.0001
H -5.533943 -1.742968 2.531578 0.0 0.0 0.0 0.0002
H -3.378833 -0.511623 2.421699 0.0 0.0 0.0 -0.0012
H -2.987682 -1.297011 -1.598102 0.1 -0.2 0.0 -0.0322
I -2.941450 -1.285368 -6.595444 0.0 0.1 0.1 0.0002
C -3.139061 -0.126677 -4.859719 0.0 -0.1 -0.1 -0.0005
C -2.008694 0.165059 -4.111755 0.0 0.0 0.1 0.0559
C -2.154637 0.859668 -2.916057 0.0 -0.1 -0.1 0.0687
C -3.411464 1.265790 -2.477397 0.0 0.1 0.0 0.0227
C -4.520761 1.020339 -3.277085 0.0 0.0 -0.1 -0.0021
C -4.394018 0.314910 -4.467976 0.0 0.0 0.1 0.0009
C -3.606377 1.904729 -1.111774 -0.2 -0.1 0.1 0.0256
O -4.645259 2.511083 -0.873100 0.3 -0.1 -0.1 0.0122
O -2.646165 1.692062 -0.285857 -0.4 0.5 -0.4 0.0518
H -1.028188 -0.152551 -4.441278 0.0 0.0 0.0 0.0006
H -1.272989 1.081918 -2.325837 0.0 0.1 0.0 -0.0850
H -5.485193 1.381172 -2.940541 0.0 0.0 0.0 -0.0001
H -5.264641 0.105930 -5.076088 0.0 0.0 0.0 0.0001
C 2.732346 -4.382599 -0.236188 0.1 0.1 0.0 -0.0007
O 1.329943 -4.214946 -0.056371 0.1 -0.1 -0.2 0.0012
C 0.872787 -4.009294 1.190770 -0.1 0.0 -0.1 0.0014
C 1.698436 -3.945559 2.304578 0.1 0.0 0.3 -0.0007
C 1.160705 -3.830396 3.577352 0.0 0.0 -0.1 0.0031
C -0.211528 -3.777165 3.750214 -0.1 0.1 0.1 -0.0028
C -1.036321 -3.810601 2.640718 -0.2 0.0 0.0 0.0028
C -0.518085 -3.913065 1.360017 -0.1 0.3 0.1 -0.0026
N -1.446046 -4.052083 0.291354 0.0 -0.1 0.6 0.0114
C -1.342746 -3.767572 -0.993465 0.6 -0.3 -0.4 0.0169
C -0.483665 -2.892262 -1.632618 -0.1 0.5 -0.1 -0.0233
C -0.271099 -3.137807 -3.025417 -0.1 -0.1 -0.1 0.0121
C 0.608489 -2.410328 -3.752592 0.1 -0.1 -0.1 0.0007
C 1.308961 -1.343791 -3.126450 -0.1 0.0 0.1 0.0137
C 1.064803 -1.001096 -1.832158 0.2 0.1 -0.5 0.0133
C 0.126099 -1.720838 -1.031549 0.5 0.1 -0.2 0.0090
O -0.141622 -1.257095 0.118416 -0.4 -1.4 0.1 0.0777
H 2.874499 -4.558515 -1.297156 0.0 0.0 0.0 -0.0001
H 3.104786 -5.238193 0.331055 0.0 0.0 0.0 0.0001
H 3.278532 -3.482573 0.055042 -0.1 0.0 0.0 0.0003
H 2.770276 -4.007970 2.185171 0.0 0.1 0.0 -0.0002
H 1.823787 -3.794724 4.432717 0.0 0.0 0.0 0.0002
H -0.641672 -3.701710 4.740043 0.0 0.0 0.0 -0.0002
H -2.115567 -3.765970 2.761422 0.1 0.0 0.0 -0.0002
H -2.294449 -4.533714 0.549764 0.1 -0.2 0.0 0.0001
H -1.931448 -4.424451 -1.632463 -0.3 0.3 0.1 0.0008
H -0.820381 -3.950244 -3.494282 0.1 0.0 0.1 0.0001
H 0.773011 -2.642024 -4.795850 0.0 0.1 0.0 0.0006
H 2.026175 -0.767682 -3.700568 0.0 0.0 0.0 0.0001
H 1.550972 -0.151772 -1.368117 0.0 -0.1 0.1 -0.0170
I -2.891319 3.130802 2.737804 0.0 -0.1 -0.1 0.0009
C -1.481727 1.751158 3.430649 0.0 -0.1 0.0 0.0280
C -1.027513 1.903277 4.733790 0.0 0.0 -0.1 -0.0005
C -0.105826 0.993468 5.223154 0.0 0.0 0.1 -0.0001
C 0.321444 -0.033487 4.405560 0.1 -0.1 0.0 0.0050
C -0.189135 -0.115345 3.123830 -0.1 0.1 0.0 -0.0313
N -1.084644 0.754338 2.632297 -0.1 0.1 0.0 0.0242
H -1.387844 2.725080 5.335733 0.0 0.0 0.0 -0.0001
H 0.268352 1.089034 6.236621 0.0 0.0 -0.1 -0.0003
H 1.054159 -0.757721 4.735393 0.0 0.0 0.0 0.0006
H 0.122266 -0.895260 2.447975 0.1 -0.1 -0.1 0.0162
```
Forces are in eV/Å.

## Properties
Maximum force (eV/Å): 1.476
2S+1: 6
Highest occupied orbital energy (spin up / spin down) (hartree): -0.259 / -0.259
Kohn-Sham gap (spin up / spin down) (eV): 5.95 / 5.93
Relative energy (zero: lowest compared OMol25 entry of this formula, charge and spin) (kcal per mole): 5.5
Energy (eV): -133810.152

=====

Density functional theory data (ωB97M-V with the def2-TZVPD basis set) for a gas-phase ion, C11H14BrN2O (charge +1) at a distorted geometry.

XYZ file:
```
29
Properties=species:S:1:pos:R:3:forces:R:3:mulliken_charge:R:1
C -0.974241 3.387882 0.749610 0.1 -0.1 -2.6 -0.8768
O 0.115794 2.486069 0.661728 -0.1 1.6 -0.3 -0.3997
C 0.584427 2.010486 1.907621 -0.5 -0.6 0.4 -0.4888
C 1.853937 1.138781 1.408015 -2.0 2.1 3.7 -0.7303
C 1.347126 0.014046 0.653958 3.4 -7.7 1.8 0.6225
C 1.657698 -1.466392 0.974337 -2.1 6.5 -2.1 -0.3391
Br 2.270362 -2.127406 2.544712 0.5 -0.1 1.1 -0.1106
C 1.267170 -2.448483 -0.077813 -1.7 1.5 0.1 -0.6546
N 0.007414 -1.948043 -0.743636 -0.9 -1.2 -1.4 0.0140
C -0.815018 -2.964305 -1.375137 -0.4 3.1 1.8 -0.0423
C -1.959404 -2.567179 -2.019656 1.0 0.7 -2.1 -0.6327
C -2.158841 -1.116552 -2.228058 3.2 -2.0 1.7 -0.3992
C -1.237069 -0.184745 -1.798191 -1.0 -2.7 0.1 -0.8447
C -0.149165 -0.648961 -1.024389 0.2 0.1 -0.3 0.7942
N 0.752418 0.241596 -0.539984 -1.8 2.6 -0.9 -0.1440
H -1.556330 3.336272 -0.206549 0.3 -0.2 1.0 0.2555
H -0.704602 4.403876 0.853387 1.0 1.2 0.0 0.3154
H -1.541891 3.201636 1.589702 -1.7 -0.9 1.7 0.4028
H 0.830941 2.827967 2.721089 -0.2 -1.4 -1.9 0.3311
H -0.335017 1.409077 2.268058 1.8 0.4 0.2 0.3974
H 2.459061 1.903237 0.919681 0.2 -0.5 -0.4 0.3022
H 2.272137 0.872451 2.392628 0.5 -0.5 -0.8 0.3207
H 1.996217 -2.510908 -0.854777 0.7 -0.6 -0.5 0.2567
H 0.918954 -3.365317 0.342207 0.6 -0.9 0.3 0.5301
H -0.549228 -3.919049 -0.985920 0.1 -0.8 -0.6 0.3357
H -2.449410 -3.261857 -2.778526 0.2 0.8 1.8 0.3419
H -2.955724 -0.836727 -2.787486 -2.4 0.9 -1.5 0.5044
H -1.367075 0.835496 -2.008056 0.0 1.2 -0.1 0.4507
H 0.419359 1.297054 -0.558554 0.7 -2.3 -0.1 0.4876
```
Forces are in eV/Å.

## Properties
Maximum force (eV/Å): 8.657
Net charge: +1
Highest occupied orbital energy (spin up / spin down) (hartree): -0.412 / -0.412
Kohn-Sham gap (spin up / spin down) (eV): 7.23 / 7.23
Relative energy (zero: lowest compared OMol25 entry of this formula, charge and spin) (kcal per mole): 35.2
Energy (eV): -86695.042
SMILES: COCCC1=C(Br)CN2C=CC=CC2=[NH+]1